# C48H51F5I2N3O4PdSSbSi

A structure of composition C48H51F5I2N3O4PdSSbSi (the ωB97M-V functional and the def2-TZVPD basis, the Open Molecules 2025 dataset).

```
117
Properties=species:S:1:pos:R:3:forces:R:3
Pd -0.3136 -0.3028 -0.0603 -0.082 0.232 -0.025
I 1.9968 0.0194 -1.0693 0.235 -0.582 -0.169
I 4.6792 -0.2551 -2.5076 0.966 0.062 -0.486
C -0.6416 4.5963 -3.6727 -0.048 0.089 -0.170
C -1.5012 3.6415 -3.1587 -0.076 0.023 -0.050
C -1.1300 2.9152 -2.0422 -0.182 -0.175 0.018
C 0.0872 3.1383 -1.4139 -0.017 -0.249 0.560
C 0.9499 4.0843 -1.9472 0.131 -0.055 0.181
C 0.5882 4.8048 -3.0723 0.076 0.171 -0.138
Sb 0.3745 2.0425 0.4527 0.415 1.391 -0.430
C 2.1772 3.1429 1.0171 -0.497 -0.452 0.038
C 2.0726 3.9249 2.1550 -0.155 0.056 0.252
C 3.1148 4.7347 2.5677 0.129 0.131 0.091
C 4.2939 4.7651 1.8420 0.037 0.107 0.135
C 4.4175 3.9770 0.7120 0.051 0.009 -0.095
C 3.3670 3.1703 0.2995 0.038 -0.263 -0.245
C -0.8826 3.4797 1.5180 0.127 -0.615 -0.148
C -1.5169 3.1418 2.7018 0.023 -0.244 0.205
C -2.2867 4.0660 3.3869 -0.136 0.059 0.145
C -2.4276 5.3476 2.8834 -0.134 0.162 0.151
C -1.7890 5.6984 1.7054 -0.050 0.213 -0.030
C -1.0244 4.7657 1.0294 0.043 0.188 -0.207
H -0.9281 5.1708 -4.5436 0.006 0.045 -0.064
H -2.4646 3.4647 -3.6172 -0.063 -0.017 -0.084
H -1.8002 2.1567 -1.6523 0.052 0.095 -0.030
H 1.9090 4.2695 -1.4796 -0.004 0.028 -0.011
H 1.2681 5.5423 -3.4779 0.059 0.040 -0.040
H 1.1600 3.9068 2.7335 0.020 0.052 0.095
H 3.0003 5.3445 3.4546 0.019 0.006 0.064
H 5.1133 5.3954 2.1643 0.040 0.023 -0.012
H 5.3345 3.9871 0.1387 0.046 -0.039 -0.041
H 3.4991 2.5579 -0.5848 -0.037 -0.061 0.009
H -1.3901 2.1517 3.1168 0.033 -0.154 0.025
H -2.7656 3.7815 4.3163 -0.015 0.021 0.011
H -3.0265 6.0784 3.4125 -0.025 0.023 0.028
H -1.8807 6.7047 1.3133 -0.027 0.006 0.001
H -0.5211 5.0426 0.1141 -0.004 0.106 -0.080
F -3.4229 -2.1021 6.1318 0.102 0.053 -0.165
C -2.5539 -1.5301 5.2549 0.004 0.039 0.076
C -2.5969 -1.8389 3.8972 0.004 -0.057 0.195
F -3.5259 -2.7073 3.4418 0.119 0.150 0.064
C -1.6871 -1.2631 3.0439 0.225 0.279 -0.506
F -1.7337 -1.5170 1.7085 -0.479 -0.304 0.756
C -0.6741 -0.3343 3.4427 -0.513 -0.319 0.533
O 0.1255 0.1616 2.6142 0.417 0.512 -0.032
C -0.7073 -0.0344 4.8376 0.201 0.095 -0.073
F 0.1846 0.8615 5.3342 -0.209 -0.213 -0.091
C -1.6021 -0.6222 5.7061 -0.240 -0.169 0.120
F -1.5676 -0.3225 7.0281 0.004 -0.033 -0.279
N -7.6022 -0.0486 0.7975 0.553 -0.058 -0.154
C -8.8959 -0.2115 0.3917 -0.228 -0.165 -0.673
C -10.1122 -0.0895 1.0390 -0.189 -0.007 0.170
C -11.2539 -0.3076 0.2850 0.087 0.086 0.323
C -11.1756 -0.6358 -1.0677 -0.172 -0.094 -0.253
C -9.9662 -0.7718 -1.7178 0.059 0.005 0.104
C -8.8035 -0.5614 -0.9814 -0.493 0.131 0.789
N -7.4981 -0.6210 -1.3583 0.986 0.115 0.013
C -6.7921 -0.3057 -0.2918 -1.484 -0.205 -0.190
C -5.3643 -0.1487 -0.2716 1.793 0.163 0.002
C -4.5846 -0.6380 -1.3325 -0.773 0.222 0.406
C -3.2448 -0.3337 -1.3836 0.386 0.295 -0.019
N -2.6188 0.4122 -0.4629 -0.725 -0.403 0.370
C -3.3427 0.8217 0.5819 0.358 0.144 -0.147
C -4.6894 0.5658 0.7291 -0.646 -0.239 -0.347
H -7.2808 0.1431 1.7287 0.017 0.006 0.034
H -10.1668 0.1543 2.0915 -0.050 0.041 0.032
H -12.2251 -0.2224 0.7555 0.006 0.004 0.007
H -12.0934 -0.7965 -1.6175 -0.030 -0.003 -0.033
H -9.9150 -1.0347 -2.7618 0.044 -0.030 -0.139
H -5.0613 -1.2166 -2.1061 0.015 -0.049 -0.151
H -2.6297 -0.6670 -2.2099 -0.003 -0.084 0.054
H -2.8312 1.4404 1.3128 0.036 -0.157 -0.009
H -5.2055 0.9734 1.5882 -0.021 0.046 0.025
C -0.6903 -5.6469 2.7174 0.214 0.232 -0.154
C 0.5017 -4.8516 2.1689 0.170 -0.336 0.670
C 1.5602 -5.8274 1.6529 -0.172 0.218 -0.007
C 1.1009 -3.9714 3.2724 -0.193 -0.134 -0.319
O 0.0548 -3.9809 1.1589 -0.087 0.035 0.143
Si -0.2561 -4.1477 -0.4280 -0.176 0.928 -0.382
S -0.6930 -2.2895 -1.2472 0.002 -0.299 -0.266
O 1.0088 -4.9349 -1.0866 0.275 -0.230 0.208
C 1.5515 -4.9334 -2.3911 0.420 -0.067 -0.500
C 2.4639 -3.7195 -2.5465 -0.264 -0.191 0.134
C 2.3597 -6.2307 -2.5250 -0.237 0.327 0.086
C 0.4522 -4.9003 -3.4500 0.077 -0.049 0.256
O -1.4871 -5.1956 -0.7389 0.077 -0.468 0.041
C -2.8860 -5.0699 -0.7871 -0.674 -0.044 -0.039
C -3.4316 -6.5032 -0.8458 0.163 0.342 0.003
C -3.3208 -4.3019 -2.0403 0.127 -0.076 0.165
C -3.4212 -4.3430 0.4454 0.232 -0.117 -0.132
H -0.3662 -6.3107 3.5182 0.006 -0.085 0.065
H -1.1260 -6.2340 1.9116 -0.087 -0.120 -0.050
H -1.4476 -4.9692 3.1041 -0.103 0.102 0.053
H 1.9648 -6.4211 2.4721 -0.014 -0.051 0.088
H 2.3624 -5.2744 1.1756 0.163 0.039 -0.062
H 1.1173 -6.4805 0.9067 0.045 -0.181 -0.089
H 1.4366 -4.5896 4.1039 0.047 -0.023 0.110
H 0.3539 -3.2622 3.6253 -0.051 0.063 0.052
H 1.9417 -3.4078 2.8738 0.073 0.059 -0.011
H 3.2183 -3.7178 -1.7659 0.153 0.036 0.110
H 1.8724 -2.8132 -2.4480 0.036 0.134 -0.016
H 2.9599 -3.7170 -3.5117 0.096 0.014 -0.198
H 3.1148 -6.2694 -1.7447 0.118 -0.035 0.109
H 2.8499 -6.2626 -3.4946 0.097 -0.030 -0.141
H 1.7040 -7.0942 -2.4287 -0.075 -0.110 0.038
H -0.0856 -3.9613 -3.3683 -0.145 0.143 -0.103
H -0.2431 -5.7192 -3.2831 -0.129 -0.152 -0.031
H 0.8850 -4.9844 -4.4443 0.052 0.003 -0.136
H -3.0620 -6.9853 -1.7470 0.039 -0.125 -0.125
H -4.5190 -6.5017 -0.8631 -0.166 -0.005 0.002
H -3.0874 -7.0702 0.0169 0.028 -0.039 0.106
H -2.9426 -4.7777 -2.9418 0.093 -0.129 -0.113
H -2.9207 -3.2922 -1.9953 -0.024 0.050 -0.038
H -4.4062 -4.2634 -2.0908 -0.217 -0.008 -0.025
H -3.2317 -4.9210 1.3453 0.029 -0.072 0.160
H -4.4908 -4.1691 0.3563 -0.179 0.011 -0.006
H -2.9142 -3.3874 0.5384 0.010 0.212 0.078
```
Forces are in eV/Å.

Properties
Kohn-Sham gap = 4.85 eV
LUMO level = 3.06 eV
net charge = -2
electronic energy = -4475.759775 hartree
F_max = 1.8 eV/A